Entry 1:
Entry from the Open Molecules 2025 dataset: a molecular structure, C8H12O2 at a distorted geometry (the ωB97M-V functional and the def2-TZVPD basis).

XYZ file:
```
22
Properties=species:S:1:pos:R:3:lowdin_charge:R:1
C 1.03 -2.09 0.43 -0.030
C 0.01 -1.06 0.03 -0.220
C -1.33 -1.26 -0.08 0.024
C -2.07 -0.01 -0.34 -0.212
C -1.95 1.00 0.78 -0.027
C -1.01 1.05 -0.41 -0.191
C 0.32 0.36 -0.28 -0.164
C 1.34 1.07 0.59 -0.297
O 2.64 0.72 0.23 -0.206
H 1.91 -2.05 -0.23 0.087
H 1.39 -1.90 1.45 0.091
H 0.59 -3.09 0.39 0.082
H -1.82 -2.22 0.08 0.124
H -2.96 0.00 -0.97 0.141
H -2.70 1.79 0.84 0.109
H -1.56 0.66 1.75 0.118
H -1.08 1.91 -1.07 0.152
H 1.17 2.15 0.34 0.124
H 1.09 0.94 1.66 0.136
H 2.50 0.51 -1.05 0.216
O 1.31 0.32 -1.89 -0.109
H 1.17 1.20 -2.27 0.052
```

The value obtained for the gap between HOMO and LUMO is 9.165 eV. As for the molar mass: 140.18 g/mol. The energy above the lowest of the compared OMol25 structures with the same formula, charge and spin comes out at 80.9 kcal per mole.

Entry 2:
Entry from the Open Molecules 2025 dataset: 2 unconnected molecules or ions with the total composition C16H25BF2N2O6 at a distorted geometry (the ωB97M-V functional and the def2-TZVPD basis).

XYZ file:
```
52
Properties=species:S:1:pos:R:3:lowdin_charge:R:1
C 5.87 0.84 1.83 -0.121
C 5.25 1.18 0.32 -0.153
C 3.75 0.45 0.12 -0.176
F 3.83 -0.25 -1.19 -0.078
C 2.61 1.63 0.20 -0.217
F 2.89 2.56 1.35 -0.043
C 2.82 2.56 -1.18 -0.038
N 2.73 3.41 -2.17 0.121
C 1.05 1.04 0.32 -0.283
C 0.71 0.32 -1.13 -0.054
N 0.57 -0.64 -2.03 0.135
C 1.01 0.02 1.60 -0.116
C 1.18 -1.57 1.24 -0.179
C 1.94 -2.37 2.50 -0.079
C 3.17 -3.28 1.83 -0.264
O 4.42 -3.19 2.32 -0.053
O 2.92 -4.17 0.65 -0.020
C 0.07 2.35 0.43 -0.061
B -1.53 2.01 0.59 -0.440
O -2.27 0.89 -0.04 0.053
O -2.35 2.95 1.43 0.027
H 6.04 1.83 2.47 0.086
H 5.15 0.17 2.48 0.068
H 6.91 0.27 1.73 0.087
H 5.97 0.68 -0.46 0.124
H 5.20 2.34 0.26 0.112
H 3.69 -0.36 0.95 0.135
H 1.95 0.30 2.28 0.126
H 0.07 0.13 2.30 0.144
H 1.86 -1.78 0.30 0.105
H 0.11 -2.04 1.00 0.140
H 2.50 -1.60 3.22 0.129
H 1.21 -3.05 3.10 0.127
H 3.77 -4.24 0.12 0.128
H 0.16 3.08 -0.50 0.146
H 0.36 3.02 1.37 0.139
H -3.16 0.84 0.43 0.118
H -1.75 3.76 1.55 0.110
O -5.87 1.37 -0.38 0.075
C -5.98 0.51 -1.25 -0.504
O -5.75 -0.79 -0.95 -0.010
C -6.02 -1.89 -1.83 -0.229
C -4.87 -2.12 -2.79 -0.066
C -6.28 0.88 -2.67 0.006
H -6.98 -1.76 -2.35 0.114
H -6.14 -2.78 -1.20 0.123
H -4.70 -1.25 -3.43 0.069
H -5.05 -2.99 -3.42 0.082
H -3.94 -2.28 -2.23 0.087
H -5.35 1.19 -3.16 0.102
H -6.98 1.73 -2.66 0.096
H -6.76 0.09 -3.24 0.069
```

The value obtained for the gap between HOMO and LUMO is 10.383 eV. As for the molar mass: 390.19 g/mol.

Entry 3:
Entry from the Open Molecules 2025 dataset: 2 unconnected molecules or ions with the total composition CH5N3OS at a distorted geometry (the ωB97M-V functional and the def2-TZVPD basis).

XYZ file:
```
11
Properties=species:S:1:pos:R:3:lowdin_charge:R:1
C -0.06 -0.41 0.19 -0.254
N 0.18 -0.28 -1.11 0.069
N -0.54 0.58 0.95 0.152
N 2.46 -0.47 0.44 -0.730
O 3.14 -0.35 1.45 -0.146
S 3.00 -0.72 -1.06 0.489
H -0.02 -1.40 0.61 0.144
H 0.10 0.67 -1.47 0.111
H 1.13 -0.70 -1.42 -0.073
H -0.48 1.53 0.62 0.122
H -0.62 0.44 1.95 0.116
```

Its expectation value of S² is 2.01. The value obtained for the gap between HOMO and LUMO (alpha / beta) is 6.213 / 7.459 eV. As for the molar mass: 107.14 g/mol. As for the multiplicity: 3. The energy above the lowest of the compared OMol25 structures with the same formula, charge and spin comes out at 14.2 kcal per mole.

Entry 4:
Entry from the Open Molecules 2025 dataset: a gas-phase ion, C3H6NO2 (charge -1) (the ωB97M-V functional and the def2-TZVPD basis).

XYZ file:
```
12
Properties=species:S:1:pos:R:3:lowdin_charge:R:1
O -2.20 -0.60 0.66 -0.050
C -1.09 -0.14 0.36 -0.614
N -0.41 -0.39 -0.76 0.068
C 1.16 -0.46 -1.14 -0.523
O 1.26 -0.56 -2.42 -0.284
C -0.37 0.79 1.34 -0.041
H -0.86 -0.73 -1.59 0.106
H 1.59 0.43 -0.63 0.070
H 1.48 -1.36 -0.57 0.076
H -0.04 1.69 0.83 0.065
H 0.50 0.27 1.74 0.066
H -1.02 1.05 2.17 0.060
```

Its charge is -1. The value obtained for the gap between HOMO and LUMO is 7.383 eV. As for the molar mass: 88.09 g/mol. The energy above the lowest of the compared OMol25 structures with the same formula, charge and spin comes out at 32.6 kcal per mole.

Entry 5:
Entry from the Open Molecules 2025 dataset: 4 unconnected molecules or ions with the total composition H7O4 at a distorted geometry (the ωB97M-V functional and the def2-TZVPD basis).

XYZ file:
```
11
Properties=species:S:1:pos:R:3:lowdin_charge:R:1
O -0.04 -0.42 0.14 -0.485
H 0.20 -1.04 0.89 -0.073
O -0.70 -2.53 -1.57 -0.188
H -1.69 -2.80 -1.49 0.049
H -0.71 -1.63 -1.12 -0.023
O -0.68 2.20 2.49 -0.188
H -0.13 2.48 1.69 0.053
H -0.81 1.15 2.51 0.091
O 1.66 1.13 -0.98 -0.191
H 1.74 1.14 -1.95 -0.007
H 1.16 0.32 -0.61 -0.039
```

Its charge is -1. The value obtained for the gap between HOMO and LUMO is 8.481 eV. As for the molar mass: 71.05 g/mol. The energy above the lowest of the compared OMol25 structures with the same formula, charge and spin comes out at 26.4 kcal per mole.

Entry 6:
Entry from the Open Molecules 2025 dataset: a molecular structure, C17H22BaN2 at a distorted geometry (the ωB97M-V functional and the def2-TZVPD basis).

XYZ file:
```
42
Properties=species:S:1:pos:R:3:lowdin_charge:R:1
C 1.55 2.09 -2.68 -0.232
C 2.62 1.30 -2.28 -0.256
C 2.77 1.41 -0.89 -0.320
C 1.77 2.30 -0.43 -0.351
C 1.01 2.71 -1.54 -0.286
Ba 0.24 -0.04 -0.83 1.826
C 0.39 -1.38 -3.31 -0.301
C -0.71 -0.50 -3.51 -0.806
C -1.03 -0.16 -4.83 -0.137
N -1.43 0.05 -2.51 -0.328
H 3.49 0.87 -0.25 0.071
H 3.24 0.67 -2.94 0.085
H 1.56 2.55 0.63 0.072
H 0.12 3.37 -1.52 0.085
H 1.17 2.21 -3.71 0.089
H 1.28 -1.25 -3.89 -0.026
H -2.17 0.70 -2.84 0.007
H 0.42 -2.16 -2.54 -0.060
H -0.49 -0.68 -5.60 -0.032
H -1.90 0.45 -5.03 -0.038
C 1.26 -2.04 0.99 -0.233
N 0.25 -2.42 1.95 -0.271
C 0.71 -2.14 3.29 -0.126
C -1.16 -1.98 1.68 -0.163
C -1.49 -0.54 2.04 -0.331
C -2.21 -0.25 3.21 -0.085
C -2.44 1.11 3.53 -0.139
C -1.98 2.17 2.73 -0.126
C -1.26 1.87 1.55 -0.166
C -1.09 0.54 1.31 -0.339
H 2.23 -2.52 1.15 0.080
H 1.54 -0.96 1.17 0.047
H 0.94 -2.36 -0.02 0.042
H 0.84 -1.06 3.49 0.091
H -0.01 -2.57 4.00 0.079
H 1.70 -2.62 3.39 0.075
H -1.38 -2.21 0.61 0.117
H -1.77 -2.62 2.33 0.100
H -2.54 -1.09 3.82 0.079
H -3.00 1.33 4.45 0.071
H -2.17 3.21 2.98 0.070
H -0.87 2.64 0.87 0.068
```

Its charge is -2. The value obtained for the gap between HOMO and LUMO is 2.777 eV. As for the molar mass: 391.70 g/mol. The energy above the lowest of the compared OMol25 structures with the same formula, charge and spin comes out at 7.1 kcal per mole.